A molecular structure, C23H48HoNO2P3 in a non-equilibrium geometry. Source: the OMol25 dataset; level of theory: wB97M-V/def2-TZVPD.

Summary:
Highest occupied orbital energy (spin up / spin down) in eV: -15.53 / -15.53
Relative energy (zero: lowest compared OMol25 entry of this formula, charge and spin) in eV: 0.700
Net charge: +3
DFT total energy in eV: -83854.6024
Spin multiplicity: 5
Max |F| in eV/A: 3.87

```
78
Properties=species:S:1:pos:R:3:forces:R:3
Ho -1.08327 1.08827 -1.07147 2.567 -2.884 -0.232
P 2.70277 -1.50914 1.31404 0.992 -1.198 0.918
P 1.67850 2.38179 -0.55901 0.211 0.885 0.308
P -1.21094 -2.35368 -0.71582 -0.418 -1.178 -0.378
H 0.35752 2.27218 -4.48132 -0.717 0.190 -0.005
C -0.64542 1.82941 -4.40119 -0.410 -0.042 0.047
C -1.54415 2.14483 -3.43313 0.011 0.160 -0.068
H -1.42396 3.10310 -2.86438 -0.042 -0.700 -0.319
C 4.27556 -2.37104 0.91544 -0.186 0.228 -0.011
C 2.93764 0.00739 2.25117 0.306 0.807 0.110
C 1.44105 -2.51989 2.10117 -0.940 -1.106 0.650
C 1.25041 3.53362 -1.92154 -0.034 0.146 -0.160
C 2.03569 3.47948 0.89208 -0.091 0.105 0.272
C 3.38850 1.92479 -1.04171 0.127 -0.769 -0.279
C -2.38024 -2.90722 -2.03097 -0.056 0.293 -0.473
C -1.91691 -3.37797 0.63372 -0.327 0.286 0.590
C 0.21611 -3.37415 -1.30287 0.435 0.447 -0.006
H -0.86432 1.10820 -5.20731 0.088 0.241 0.757
H -2.53092 1.61014 -3.36305 0.674 0.697 -0.444
H 4.97875 -2.62932 1.71659 -0.560 0.283 0.200
H 4.80426 -1.70902 0.22301 -0.037 -0.045 -0.014
H 4.04028 -3.29578 0.38030 -0.145 0.130 0.000
H 3.47904 -0.10179 3.21594 -0.245 -0.431 -0.693
H 1.98653 0.49839 2.48573 -0.038 -0.317 -0.163
H 3.50366 0.71916 1.63917 0.034 -0.203 0.165
H 1.74590 -3.51749 2.52269 0.127 0.940 -0.737
H 0.68195 -2.67665 1.31505 0.353 -0.197 0.398
H 0.88233 -2.05980 2.93792 0.631 0.262 -0.408
H 2.09152 4.19094 -2.19059 -0.304 -0.112 0.185
H 0.40036 4.15519 -1.58950 0.266 -0.076 -0.296
H 0.97985 2.95808 -2.82781 0.159 0.360 0.607
H 2.91610 4.14109 0.74226 -0.531 -0.464 -0.124
H 2.24460 2.83672 1.77479 -0.160 0.435 -0.504
H 1.16738 4.12132 1.13371 0.367 -0.348 -0.096
H 3.93516 2.77679 -1.47435 -0.370 -0.087 0.263
H 3.33428 1.14740 -1.81618 0.116 0.101 0.188
H 3.98603 1.54427 -0.19624 -0.336 0.150 -0.339
H -2.77966 -3.92125 -1.93302 0.156 0.195 0.401
H -1.84182 -2.84976 -2.99836 -0.728 -0.370 0.766
H -3.19173 -2.16223 -1.98861 -0.150 -0.604 -0.444
H -2.74033 -3.99852 0.25967 0.289 0.134 0.155
H -2.32746 -2.68039 1.37418 0.001 -0.354 0.102
H -1.18830 -4.03035 1.12128 -0.041 0.111 -0.048
H -0.14004 -4.21902 -1.90510 0.038 0.148 0.277
H 0.84362 -3.75455 -0.48808 -0.152 0.022 -0.162
H 0.82580 -2.72991 -1.94942 -0.012 -0.303 0.107
C 0.13663 -0.80056 -3.36084 -0.090 0.598 -0.900
C 1.15236 -0.92498 -4.34392 -0.667 0.105 0.071
C 0.89861 -1.45143 -5.64157 0.307 0.173 0.999
C -0.40353 -1.64414 -6.07825 -0.519 0.179 0.345
C -1.42332 -1.26713 -5.18395 -0.711 0.290 0.139
C -1.18086 -1.03486 -3.80043 -0.390 0.118 -0.602
O 0.36456 -0.23798 -2.11604 -0.977 0.889 -0.141
H 2.17137 -1.32266 0.04888 -0.120 0.657 -0.237
H 2.09111 -0.45218 -4.10650 0.525 -0.465 0.035
H 1.71604 -1.66361 -6.32771 -0.012 0.219 0.257
H -0.63188 -2.05538 -7.08666 0.173 0.727 0.845
H -2.40515 -0.95940 -5.61697 0.434 -1.228 0.612
H -2.03400 -1.11859 -3.05263 1.136 1.280 -1.427
O -1.63326 0.87093 1.10759 -0.210 0.311 2.043
C -1.97083 0.88996 2.40058 -1.586 0.128 -0.623
C -1.17022 0.26869 3.55837 0.170 0.296 -0.835
C -0.75350 1.24401 4.69921 0.675 -0.173 -0.173
C -1.83626 1.61702 5.69274 -0.083 0.280 0.130
C -2.91893 2.47170 5.03939 0.434 -0.461 0.460
C -3.78073 1.62631 4.14476 -0.048 -0.285 -1.141
N -3.16917 1.37252 2.73974 0.262 0.217 -0.029
H -1.79295 -0.54655 3.99026 0.346 0.388 -0.390
H -0.27620 -0.16302 3.08404 -0.286 0.010 0.284
H 0.05579 0.74228 5.25101 -0.165 0.092 -0.234
H -0.31701 2.16386 4.27112 -0.100 -0.316 0.062
H -2.28407 0.70748 6.11606 0.053 0.155 -0.015
H -1.39547 2.16373 6.53497 0.045 -0.140 -0.231
H -3.53701 2.92668 5.81097 -0.196 -0.061 -0.039
H -2.46876 3.28410 4.48003 0.046 0.277 -0.135
H -4.00159 0.65890 4.61194 0.046 0.118 -0.256
H -4.72898 2.13911 3.96715 0.137 -0.245 -0.338
H -3.77448 1.67155 1.96777 0.451 -0.099 0.397
```
Forces are in eV/Å.

***

A molecular structure, C30H22N2O5SSe4Ti in a non-equilibrium geometry. Source: the OMol25 dataset; level of theory: wB97M-V/def2-TZVPD.

Summary:
Highest occupied orbital energy (spin up / spin down) in eV: -3.78 / -3.78
Relative energy (zero: lowest compared OMol25 entry of this formula, charge and spin) in eV: 0.772
Net charge: -1
DFT total energy in eV: -340024.3746
Spin multiplicity: 2
Max |F| in eV/A: 3.53

```
65
Properties=species:S:1:pos:R:3:forces:R:3
Ti 1.23678 -0.03914 -1.27303 -0.899 -0.315 0.555
O 2.55955 -0.30420 -5.28432 -1.402 1.368 2.641
C 2.10722 0.10787 -4.17205 2.031 -0.829 -2.766
O 1.47004 -0.55278 -3.29919 -0.382 -0.651 0.724
C 2.42914 1.50684 -3.66621 -0.017 0.010 -0.472
C 2.87893 2.60447 -4.39663 -0.221 0.640 0.002
C 2.92756 3.86737 -3.73485 -0.152 -2.297 0.364
C 2.64811 3.92035 -2.36625 0.689 0.798 -1.628
C 2.41924 2.73162 -1.75459 -1.242 -0.002 2.321
N 2.19986 1.58313 -2.36118 0.701 0.315 -0.270
C 2.12653 2.70926 -0.25123 -0.249 -1.898 -0.702
O 2.32054 3.68863 0.40355 0.302 1.806 1.033
O 1.66678 1.57621 0.17326 -0.164 -0.037 -1.191
H 6.17798 -1.04852 -2.06495 0.470 -0.602 0.952
H 3.09604 2.42806 -5.46599 -0.093 0.366 0.759
H 3.23737 4.75121 -4.20553 0.214 0.991 -0.966
H 2.62971 4.86593 -1.82521 0.171 -0.466 0.069
C -2.19666 2.55557 -2.36250 -0.487 -0.004 0.379
C -3.21669 1.64957 -2.32672 -2.621 1.543 -0.773
C -3.05830 0.35943 -1.94987 -1.314 -0.792 -0.511
C -1.76536 -0.06630 -1.86532 1.531 -0.902 0.765
N -0.71023 0.84005 -1.78535 -1.300 -2.189 -0.285
C -0.98192 2.10964 -1.97119 1.693 0.328 -0.315
C -1.49305 -1.52526 -1.75220 0.415 1.677 -0.057
C -2.51090 -2.46508 -1.82356 -0.621 0.199 0.475
C -2.17964 -3.75059 -1.47552 -0.036 -0.934 -0.309
C -0.87584 -4.12790 -1.15535 -0.263 0.299 0.014
C 0.10976 -3.16380 -1.13963 0.307 -0.240 0.227
C -0.18745 -1.84532 -1.43245 1.427 0.963 -0.127
H -2.37288 3.57296 -2.56908 -0.098 0.980 -0.351
H -4.20871 2.00929 -2.65648 0.419 -0.257 0.448
H -3.93590 -0.33984 -1.88297 1.222 0.934 -0.135
H -0.12635 2.76780 -1.92021 -0.007 0.217 0.172
H -3.56086 -2.16748 -1.99223 0.694 -0.477 -0.132
H -2.90637 -4.53591 -1.49416 -0.586 -0.222 -0.003
H -0.67667 -5.16123 -0.90177 0.088 -0.022 0.025
H 1.11602 -3.38515 -0.82040 0.198 -0.352 -0.063
Se 5.74358 -0.39037 0.79140 -0.030 -0.124 -0.843
Se 6.65506 -1.85651 -0.85076 -0.829 1.168 -0.401
Se 3.43834 -3.07737 0.71006 -0.330 -0.119 0.103
Se 3.36068 -0.78440 0.67144 0.465 -0.567 -0.035
O -0.03998 -0.24503 0.58716 0.327 -0.777 -0.877
S -0.41528 0.61884 1.73503 1.480 0.752 -0.222
C -2.00889 0.08374 2.14392 0.147 0.123 0.142
C -2.51841 0.76540 3.24522 1.265 -0.073 0.285
C -3.72061 0.40741 3.75751 -0.710 1.109 -0.508
C -4.52431 -0.41071 2.93724 0.488 -0.123 1.392
C -3.98879 -1.08349 1.84919 -0.569 -0.388 -0.805
C -2.66127 -0.89337 1.42652 -0.782 0.265 -0.044
C 0.43351 -0.12935 3.10481 -0.449 -0.593 0.369
C 0.42934 0.56218 4.32508 0.790 -1.575 -0.598
C 0.87532 -0.12265 5.43920 -0.053 0.157 0.414
C 1.30043 -1.43735 5.35246 0.566 -0.111 -0.029
C 1.39250 -2.04683 4.10709 -0.151 -1.126 -0.325
C 0.87147 -1.46391 2.95075 -0.106 1.076 0.425
H -1.88301 1.50634 3.76481 -0.533 -0.462 -0.480
H -4.00428 1.00665 4.64050 -0.597 -0.900 -0.459
H -5.52152 -0.53227 3.30980 -0.569 -0.465 -0.402
H -4.62594 -1.73990 1.23355 0.249 0.293 0.519
H -2.24561 -1.38951 0.51733 -0.198 0.441 1.117
H 0.09352 1.56290 4.41844 -0.115 0.802 -0.129
H 0.92047 0.38205 6.39205 -0.150 0.065 0.167
H 1.62062 -1.96908 6.26050 -0.050 0.280 -0.546
H 1.83372 -3.04729 4.02023 -0.264 0.363 0.052
H 0.79596 -2.00285 1.98082 0.291 0.565 0.851
```
Forces are in eV/Å.

***

- The lowest max |F| belongs to which entry?
  C30H22N2O5SSe4Ti

***

- Number 1 is which compound?
  C23H48HoNO2P3

***

- Look up the relative energy (zero: lowest compared OMol25 entry of this formula, charge and spin) of the first one.
  0.700 eV